Record 1
{
  "formula": "C26H36ClN3O2Tb",
  "method": "wB97M-V/def2-TZVPD",
  "symbols": ["Tb", "Cl", "N", "N", "C", "C", "C", "C", "C", "C", "H", "H", "H", "H", "H", "H", "C", "C", "C", "C", "H", "H", "H", "H", "H", "H", "O", "H", "H", "O", "H", "H", "C", "C", "C", "H", "H", "C", "C", "H", "C", "C", "C", "C", "H", "C", "H", "H", "H", "H", "H", "H", "H", "H", "C", "C", "C", "C", "C", "C", "N", "H", "H", "H", "H", "H", "H", "H", "H"],
  "coordinates": [[-0.27, -0.33, 1.57], [-1.25, -1.95, 3.37], [0.99, -1.86, 0.34], [-1.29, 1.64, 0.72], [2.22, -2.05, 0.83], [-0.77, 2.81, 1.07], [0.88, -2.78, -0.82], [1.92, -3.83, -0.48], [1.36, -2.09, -2.09], [-0.51, -3.34, -0.97], [2.43, -1.85, -2.02], [0.81, -1.17, -2.30], [1.23, -2.80, -2.92], [-0.80, -3.92, -0.09], [-0.50, -4.02, -1.83], [-1.27, -2.57, -1.15], [-2.40, 1.92, -0.23], [-2.60, 3.42, -0.08], [-3.64, 1.12, 0.14], [-1.97, 1.61, -1.65], [-1.03, 2.13, -1.88], [-2.75, 1.95, -2.35], [-1.82, 0.53, -1.80], [-3.85, 1.22, 1.21], [-3.52, 0.06, -0.12], [-4.50, 1.51, -0.43], [-1.41, 3.87, 0.61], [-3.46, 3.68, 0.54], [-2.64, 3.98, -1.03], [2.84, -3.12, 0.39], [2.51, -4.20, -1.33], [1.51, -4.68, 0.09], [2.96, -1.13, 1.76], [0.46, 3.02, 1.88], [1.58, 2.28, 1.22], [0.25, 2.61, 2.90], [0.64, 4.10, 1.96], [1.68, 0.93, 1.43], [2.82, 0.25, 1.16], [-2.09, -1.49, 2.32], [3.74, 0.80, 0.25], [3.52, 2.10, -0.19], [4.86, -0.03, -0.28], [2.48, 2.87, 0.31], [4.22, 2.55, -0.89], [2.27, 4.28, -0.12], [3.05, 4.61, -0.81], [2.28, 4.97, 0.73], [1.31, 4.44, -0.63], [5.40, -0.55, 0.51], [5.58, 0.60, -0.81], [4.53, -0.79, -1.00], [3.99, -1.47, 1.85], [2.47, -1.20, 2.75], [-3.14, -1.31, -3.76], [-3.82, -1.96, -2.62], [-5.03, -2.72, -2.69], [-5.29, -3.16, -1.37], [-4.22, -2.65, -0.56], [-4.03, -2.84, 0.89], [-3.37, -1.91, -1.34], [-2.05, -1.33, -3.62], [-3.47, -0.27, -3.86], [-3.39, -1.84, -4.69], [-5.59, -2.90, -3.60], [-6.11, -3.76, -1.01], [-4.11, -1.90, 1.45], [-4.82, -3.51, 1.26], [-3.06, -3.31, 1.12]],
  "lumo_energy_ev": [2.4, 2.5],
  "multiplicity": 7,
  "e_homo_ha": [-0.099, -0.048],
  "charge": -1,
  "orbital_gap_ev": [5.082, 3.752]
}


Record 2
{
  "formula": "CH2NO4S",
  "method": "wB97M-V/def2-TZVPD",
  "symbols": ["C", "N", "O", "O", "O", "O", "S", "H", "H"],
  "coordinates": [[1.45, 1.65, 0.36], [0.89, 0.49, 0.54], [-2.61, -1.17, -1.68], [1.09, -0.25, 1.56], [-0.06, 0.05, -0.26], [-2.52, -2.56, 0.32], [-1.80, -2.03, -0.85], [2.43, 1.83, 0.63], [1.12, 1.98, -0.63]],
  "lumo_energy_ev": 2.9,
  "multiplicity": 1,
  "e_homo_ha": -0.137,
  "charge": -1,
  "orbital_gap_ev": 6.625
}


Record 3
{
  "formula": "C2H6O3S",
  "method": "wB97M-V/def2-TZVPD",
  "symbols": ["C", "C", "O", "O", "O", "S", "H", "H", "H", "H", "H", "H"],
  "coordinates": [[-2.12, 0.35, 0.38], [1.50, -0.28, -0.65], [2.39, -0.52, 0.31], [1.19, 1.03, -0.76], [0.20, -1.14, 0.03], [-1.35, -1.10, -0.44], [-1.95, 1.29, -0.21], [-1.86, 0.46, 1.48], [-3.17, 0.27, 0.37], [1.63, -0.73, -1.59], [1.99, -1.08, 1.09], [1.57, 1.44, -0.01]],
  "lumo_energy_ev": 0.7,
  "smiles": "CSOC(O)O",
  "multiplicity": 1,
  "e_homo_ha": -0.297,
  "charge": 0,
  "orbital_gap_ev": 8.749
}


Record 4
{
  "formula": "C3H10N2O",
  "method": "wB97M-V/def2-TZVPD",
  "symbols": ["C", "N", "C", "O", "C", "N", "H", "H", "H", "H", "H", "H", "H", "H", "H", "H"],
  "coordinates": [[0.00, -0.93, 0.29], [0.85, -1.00, -0.77], [1.83, 0.00, -0.97], [1.48, 1.36, -1.19], [-1.42, -0.38, -0.14], [-2.09, 0.36, 0.88], [-0.14, -1.86, 0.84], [0.43, -0.23, 1.08], [0.05, 1.39, 0.98], [2.44, -0.27, -1.82], [2.51, -0.02, -0.09], [0.82, 1.59, -0.50], [-2.02, -1.25, -0.39], [-1.31, 0.25, -1.02], [-2.02, -0.16, 1.76], [-1.41, 1.14, 1.07]],
  "lumo_energy_ev": -2.9,
  "multiplicity": 1,
  "e_homo_ha": -0.311,
  "charge": 0,
  "orbital_gap_ev": 5.584
}